C26H25CuN4O5Te | ωB97M-V/def2-TZVPD

Net charge: -1
HOMO (alpha / beta) (eV): -4.49 / -4.78
Lowest unoccupied orbital energy (alpha / beta) (eV): 2.52 / 2.19
Spin multiplicity: 2
Strongest force on any atom (eV/Å): 1.082
HOMO-LUMO gap (alpha / beta) (eV): 7.00 / 6.97

```
62
Properties=species:S:1:pos:R:3:forces:R:3
Te -1.68831 -1.43787 -2.01698 -0.22 -0.36 -1.00
Cu -0.73292 -0.09982 0.07729 -0.50 -0.54 -0.45
O -3.68585 -1.57256 0.34176 0.00 0.29 0.11
O 1.71594 0.40694 2.18593 -0.02 -0.04 0.03
O -2.04794 2.77003 1.14120 -0.03 -0.03 -0.06
O 0.51901 -2.65578 -1.26962 0.15 0.10 0.25
O -1.74484 -1.10520 1.41825 -0.43 0.12 -0.23
N 0.83680 0.02949 -1.40142 0.15 -0.04 0.79
N -0.18533 1.38560 1.28885 -0.05 0.05 0.37
N -1.35483 1.57324 -1.80821 -0.20 0.15 0.38
N 1.92117 -0.79120 -1.29684 -0.08 -0.15 -0.10
C 0.02760 3.42639 -2.34697 0.10 0.28 -0.04
C -2.90834 -1.66385 1.28905 0.57 -0.08 0.06
C 2.84616 -2.94468 -0.93916 0.05 0.00 -0.05
C -1.07796 4.26261 -2.35769 0.16 0.06 -0.06
C -0.14552 2.08319 -2.04732 0.18 -0.11 0.02
C 2.69053 -4.32397 -0.84795 0.04 -0.02 0.00
C -2.31971 3.74239 -2.05744 -0.14 -0.04 0.02
C 1.01149 1.16087 -1.97592 -0.08 0.20 -0.23
C 2.31748 1.57260 -2.57618 0.05 0.13 -0.12
C 0.61656 2.23889 3.32552 0.00 -0.10 -0.11
C -1.03796 2.38677 1.69993 0.16 -0.06 0.02
C -0.27952 4.24837 4.97215 0.05 -0.07 -0.05
C 0.81702 1.21795 2.22911 0.01 0.08 -0.17
C 5.06056 -4.58972 -0.50904 -0.10 0.00 -0.02
C -0.50975 2.95998 2.99663 -0.10 -0.05 -0.14
C 3.79155 -5.14511 -0.63460 0.01 0.09 0.00
C 0.85939 3.51499 5.30759 -0.07 0.01 -0.08
C 1.32444 2.49355 4.47961 0.11 0.02 0.13
C 1.63028 -2.08581 -1.18117 -0.04 0.07 0.12
C 4.11671 -2.39202 -0.80152 0.12 0.01 0.04
C -3.25492 -2.58982 2.44730 0.04 0.06 0.13
C -3.61531 -0.92329 -2.83448 -0.16 0.28 0.39
C 5.21811 -3.21036 -0.58907 -0.04 -0.02 0.00
C -2.37940 -3.43498 -1.78582 0.01 -0.05 0.28
C -0.98435 3.97524 3.79995 -0.03 0.07 0.03
C -2.40328 2.38824 -1.77393 -0.02 -0.20 -0.12
H -4.32448 -2.79085 2.45926 0.02 -0.01 0.01
H 1.69109 -4.73149 -0.94512 0.06 0.02 0.00
H 1.38554 3.74263 6.22679 0.00 0.00 0.00
H -3.86024 -1.70156 -3.55839 0.03 0.03 0.01
H 2.18321 1.93654 -3.59947 0.00 0.02 0.08
H 3.65713 -6.21860 -0.56117 0.02 0.03 -0.01
H 6.20425 -2.77132 -0.47919 -0.05 -0.02 -0.01
H -3.20304 4.36533 -2.02180 0.01 -0.03 0.01
H 2.77172 2.37632 -1.98455 -0.03 -0.07 -0.06
H -1.87502 4.52902 3.52216 0.06 -0.04 0.04
H -2.51400 -3.87517 -2.77377 0.04 0.04 0.02
H -2.93131 -2.15387 3.39387 -0.02 -0.06 -0.05
H 4.22330 -1.31439 -0.85221 -0.03 -0.12 0.00
H 1.01927 3.81331 -2.54096 -0.07 0.02 -0.02
H -0.61839 5.03576 5.63512 0.00 -0.01 -0.01
H 2.98931 0.72201 -2.57518 0.04 -0.01 -0.01
H -2.71503 -3.53171 2.30890 -0.03 0.09 0.01
H 2.20612 1.91530 4.73330 -0.06 0.02 -0.04
H -3.35235 1.92809 -1.51570 0.07 0.03 0.00
H -1.61815 -3.98123 -1.23178 -0.03 0.01 -0.05
H -3.52702 0.03293 -3.35338 -0.01 -0.06 0.02
H 5.92209 -5.22740 -0.34579 -0.03 0.01 0.01
H -0.96417 5.31508 -2.58726 0.02 0.00 0.02
H -3.32141 -3.41889 -1.23511 0.14 0.04 -0.06
H -4.39316 -0.86711 -2.06735 0.19 -0.05 -0.06
```
Forces are in eV/Å.